62
Properties=species:S:1:pos:R:3:nbo_charge:R:1 method="wB97M-V/def2-TZVPD" de_lowest_ev=0.0000 homo_ha=-0.2990 gap_ev=8.36
C 1.159 -1.097 4.321 -0.827
S 2.101 -2.356 3.450 1.272
O 2.270 -1.829 2.067 -1.029
C 3.675 -2.089 4.266 -0.828
H 1.066 -1.385 5.365 0.236
H 0.239 -0.951 3.760 0.252
H 1.712 -0.155 4.247 0.231
H 3.540 -2.170 5.342 0.237
H 4.107 -1.146 3.938 0.239
H 4.331 -2.884 3.905 0.241
C -2.538 1.294 0.514 -0.851
S -1.774 1.802 2.065 1.247
O -2.073 3.254 2.237 -0.996
C -0.062 1.737 1.565 -0.847
H -1.888 1.312 -0.357 0.234
H -3.412 1.931 0.413 0.252
H -2.860 0.263 0.673 0.256
H 0.186 2.411 0.748 0.236
H 0.257 0.724 1.302 0.238
H 0.508 2.015 2.457 0.224
C -4.246 -3.597 -1.535 -0.729
C -4.315 -2.738 -0.359 0.294
N -4.352 -2.062 0.567 -0.339
H -4.308 -2.988 -2.435 0.257
H -5.040 -4.338 -1.513 0.255
H -3.283 -4.108 -1.545 0.263
C 4.651 -1.603 -0.125 -0.721
C 4.111 -2.685 -0.935 0.290
N 3.685 -3.516 -1.602 -0.332
H 5.087 -1.975 0.803 0.244
H 3.862 -0.930 0.204 0.263
H 5.437 -1.119 -0.701 0.253
N -4.987 2.411 -1.778 -0.513
C -6.286 2.638 -1.409 -0.073
C -6.902 1.417 -1.332 -0.308
C -5.924 0.419 -1.621 -0.290
C -4.750 1.057 -1.872 -0.083
H -4.277 3.120 -1.821 0.411
H -6.612 3.642 -1.201 0.212
H -7.924 1.255 -1.032 0.220
H -6.128 -0.637 -1.663 0.215
H -3.741 0.777 -2.122 0.211
N 5.778 2.819 -1.258 -0.507
C 4.607 2.349 -0.740 -0.087
C 3.703 2.290 -1.763 -0.297
C 4.355 2.752 -2.937 -0.303
C 5.628 3.081 -2.595 -0.075
H 6.608 3.032 -0.733 0.409
H 4.491 2.218 0.322 0.208
H 2.670 1.992 -1.697 0.219
H 3.954 2.801 -3.935 0.224
H 6.484 3.359 -3.185 0.211
N 0.436 -1.502 -0.039 -0.525
C 0.765 -0.662 -1.055 -0.068
C -0.321 -0.550 -1.885 -0.326
C -1.369 -1.337 -1.317 -0.313
C -0.856 -1.929 -0.197 -0.083
H 1.069 -1.739 0.719 0.450
H 1.738 -0.202 -1.101 0.206
H -0.400 0.159 -2.694 0.218
H -2.372 -1.443 -1.690 0.210
H -1.270 -2.609 0.529 0.213



64
Properties=species:S:1:pos:R:3:nbo_charge:R:1 method="wB97M-V/def2-TZVPD" de_lowest_ev=0.1731 homo_ha=-0.2888 gap_ev=7.98
Sr -0.112 0.804 -1.058 1.806
C 2.361 1.274 -3.402 -0.240
C 1.123 2.126 -3.771 -0.263
N 0.537 2.855 -2.634 -0.699
C 1.334 3.970 -2.119 -0.237
C 1.253 4.054 -0.598 -0.229
N 1.510 2.767 0.052 -0.675
C 2.911 2.343 0.091 -0.238
C 3.440 1.765 -1.227 -0.231
N 2.486 0.921 -1.972 -0.693
H 3.275 1.776 -3.736 0.173
H 2.284 0.349 -3.973 0.228
H 0.336 1.472 -4.155 0.267
H 1.412 2.811 -4.577 0.178
H -0.362 3.206 -2.948 0.391
H 1.010 4.928 -2.539 0.200
H 2.367 3.843 -2.437 0.189
H 0.240 4.358 -0.320 0.204
H 1.936 4.840 -0.246 0.179
H 1.177 2.822 1.007 0.380
H 2.982 1.579 0.861 0.221
H 3.576 3.169 0.383 0.175
H 4.345 1.197 -0.992 0.201
H 3.769 2.574 -1.879 0.184
H 2.804 -0.037 -1.921 0.383
C -1.265 -6.020 0.306 -0.629
C -1.612 -4.558 0.305 -0.008
C -2.914 -4.122 0.497 -0.208
C -3.227 -2.767 0.475 -0.212
C -2.239 -1.821 0.260 -0.265
C -0.924 -2.247 0.076 -0.206
C -0.623 -3.596 0.095 -0.210
S -2.741 -0.093 0.210 2.289
O -4.034 -0.079 0.851 -0.967
O -1.682 0.650 0.956 -1.093
N -2.629 0.439 -1.244 -1.075
C -3.018 -0.327 -2.430 -0.334
C -1.820 -0.128 -3.398 0.761
O -1.962 0.559 -4.411 -0.703
O -0.699 -0.589 -2.965 -0.915
H -2.121 -6.628 0.595 0.216
H -0.448 -6.232 0.998 0.217
H -0.943 -6.343 -0.686 0.224
H -3.702 -4.847 0.665 0.211
H -4.242 -2.429 0.634 0.249
H -0.081 -1.578 -0.083 0.185
H 0.404 -3.911 -0.055 0.209
H -3.918 0.078 -2.891 0.202
H -3.161 -1.393 -2.222 0.190
C -0.935 -1.284 3.610 -0.594
C 0.194 -0.246 3.668 -0.179
C -0.379 1.139 4.003 -0.595
C 1.263 -0.660 4.687 -0.584
C 0.824 -0.160 2.345 0.443
N 1.300 -0.086 1.301 -0.488
H -1.346 -1.405 4.613 0.215
H -0.572 -2.253 3.264 0.219
H -1.728 -0.951 2.943 0.249
H -0.873 1.088 4.974 0.218
H -1.109 1.436 3.250 0.255
H 0.412 1.888 4.063 0.204
H 0.807 -0.702 5.676 0.220
H 2.083 0.058 4.717 0.214
H 1.669 -1.645 4.455 0.219



79
Properties=species:S:1:pos:R:3:lowdin_charge:R:1 method="wB97M-V/def2-TZVPD" charge=-1 homo_ha=-0.1798 gap_ev=1.71
F 2.286 -1.820 1.402 -0.046
C 1.400 -1.036 0.662 -0.353
C 0.877 0.124 1.454 -0.051
N -0.247 0.627 0.642 0.013
C -1.391 -0.335 0.723 -0.195
C -0.879 -1.727 0.943 -0.114
O 0.382 -1.911 0.199 -0.268
H 1.914 -0.670 -0.221 0.155
H 1.667 0.851 1.562 0.131
H 0.536 -0.161 2.441 0.137
H -0.601 1.570 0.873 0.099
H 0.034 0.664 -0.338 0.140
H -2.035 -0.022 1.535 0.107
H -1.933 -0.168 -0.205 0.029
H -0.698 -1.943 1.994 0.131
H -1.599 -2.446 0.589 0.136
F -6.243 1.226 2.688 -0.183
Al -4.573 1.379 2.701 -0.221
F -3.994 1.081 4.264 -0.206
F -4.106 2.908 2.244 -0.178
F -3.881 0.176 1.716 -0.196
Cl -2.271 1.997 -0.615 -0.037
C 2.210 4.618 -2.283 -0.077
C 1.081 3.914 -3.010 -0.306
O -0.210 4.158 -2.527 -0.177
C -0.705 5.488 -2.659 -0.259
C -0.713 5.982 -4.093 -0.115
H 2.172 4.344 -1.231 0.068
H 3.166 4.300 -2.700 0.068
H 2.159 5.706 -2.345 0.072
H 1.238 2.837 -2.875 0.105
H 1.119 4.105 -4.091 0.104
H -0.120 6.172 -2.027 0.109
H -1.718 5.473 -2.265 0.111
H 0.308 6.011 -4.504 0.059
H -1.131 6.982 -4.137 0.063
H -1.321 5.330 -4.714 0.069
Al 1.391 -3.826 0.501 1.036
C 1.386 -7.220 3.014 -0.073
C 0.885 -7.258 4.444 -0.315
O -0.180 -8.181 4.358 0.135
C 0.083 -9.041 3.328 -0.542
O -0.463 -10.066 3.142 0.201
O 1.082 -8.535 2.553 0.069
F 0.415 -6.055 4.852 0.077
H 0.830 -6.488 2.423 0.097
H 2.451 -7.020 2.932 0.138
H 1.615 -7.617 5.172 0.174
N 1.618 1.586 4.527 0.047
C 0.516 1.544 5.274 -0.139
C 0.490 1.064 6.575 -0.062
C 1.672 0.602 7.129 -0.084
C 2.827 0.641 6.364 -0.082
C 2.746 1.141 5.073 -0.164
H -0.389 1.916 4.806 0.115
H -0.435 1.056 7.134 0.108
H 1.694 0.220 8.142 0.103
H 3.773 0.293 6.757 0.097
H 3.627 1.196 4.441 0.102
F -3.358 6.368 -3.884 -0.545
C -0.716 -3.102 -4.376 0.028
N -0.787 -3.343 -2.915 -0.430
O -1.433 -2.586 -2.244 0.102
O -0.142 -4.293 -2.475 -0.014
H -1.268 -2.195 -4.610 0.010
H 0.335 -2.965 -4.614 0.102
H -1.111 -3.979 -4.880 0.108
Br -3.834 -0.523 -5.201 0.633
C -2.865 0.485 -6.562 -0.671
C -1.495 -0.123 -6.725 -0.695
Br -0.373 0.391 -5.217 0.652
H -2.826 1.521 -6.245 0.060
H -3.448 0.404 -7.475 0.057
H -0.970 0.220 -7.613 0.056
H -1.559 -1.206 -6.738 0.030
C 3.978 2.259 -0.725 -0.925
O 3.258 1.318 -0.356 0.093
O 4.149 3.338 -0.087 0.197
O 4.652 2.272 -1.794 0.191



84
Properties=species:S:1:pos:R:3:lowdin_charge:R:1 method="wB97M-V/def2-TZVPD" charge=+1 homo_ha=-0.3737 gap_ev=1.76
C 6.069 -1.158 1.526 -0.102
C 5.585 -2.548 1.111 -0.232
C 4.324 -2.524 0.240 -0.294
C 3.159 -3.344 0.783 -0.272
C 2.133 -3.637 -0.326 -0.259
Si 0.808 -2.317 -0.256 0.469
O -0.699 -2.905 -0.415 -0.319
Si -2.002 -2.319 0.460 0.492
O -2.880 -1.400 -0.568 -0.218
C -3.263 -0.073 -0.144 -0.270
C -4.106 -0.052 1.133 -0.079
B -3.179 -3.857 1.080 -0.613
O -4.042 -4.406 0.162 0.131
O -3.172 -4.322 2.373 -0.021
C -1.912 -4.844 2.807 -0.073
H 5.220 -0.601 1.936 0.073
H 6.460 -0.583 0.684 0.071
H 6.820 -1.238 2.308 0.078
H 6.385 -3.109 0.628 0.116
H 5.332 -3.089 2.024 0.110
H 4.554 -2.793 -0.795 0.114
H 3.914 -1.484 0.212 -0.097
H 2.688 -2.755 1.576 0.085
H 3.536 -4.243 1.272 0.119
H 1.669 -4.602 -0.123 0.084
H 2.601 -3.623 -1.309 0.067
H 1.089 -1.362 -1.385 -0.056
H 0.966 -1.564 1.017 0.008
H -1.469 -1.497 1.580 0.030
H -2.356 0.520 0.003 0.086
H -3.853 0.347 -0.955 0.116
H -4.588 -1.009 1.335 0.080
H -3.510 0.292 1.976 0.068
H -4.902 0.675 0.989 0.045
H -4.952 -4.325 0.490 0.118
H -1.204 -4.035 3.017 0.084
H -1.498 -5.536 2.075 0.095
H -2.077 -5.366 3.746 0.094
Al 3.354 -0.088 -1.141 1.012
C -4.581 5.360 1.131 0.026
C -4.818 3.939 1.057 -0.319
C -5.966 3.498 0.104 -0.303
O -6.217 2.324 -0.078 0.098
C -6.741 4.540 -0.559 0.043
C -6.449 5.851 -0.474 -0.365
C -5.266 6.273 0.428 -0.371
O -5.053 7.584 0.552 -0.163
O -7.109 6.856 -1.064 -0.173
O -4.214 3.090 1.678 0.082
H -3.813 5.744 1.794 0.127
H -7.568 4.195 -1.166 0.130
F 0.104 -6.467 -4.524 -0.245
Al 1.489 -6.419 -3.390 -0.250
F 2.318 -5.003 -3.586 -0.132
F 2.356 -7.753 -3.848 -0.150
F 0.880 -6.590 -1.864 -0.131
Mg -6.925 8.000 0.404 1.245
O 0.219 1.409 -4.401 -0.053
S 0.985 0.287 -4.940 0.284
O 2.186 0.756 -5.625 -0.067
O 0.111 -0.366 -5.912 -0.026
O 1.382 -0.616 -3.867 -0.200
Al -0.506 -8.217 -4.862 0.923
N 1.757 1.649 1.234 0.024
C 0.423 1.579 1.162 -0.154
C -0.427 2.467 1.803 -0.043
C 0.139 3.478 2.567 -0.062
C 1.523 3.564 2.651 -0.063
C 2.286 2.630 1.967 -0.153
H 0.023 0.770 0.561 0.078
H -1.501 2.366 1.708 0.099
H -0.487 4.190 3.087 0.122
H 2.001 4.336 3.236 0.116
H 3.369 2.663 2.008 0.109
O 2.483 3.302 -2.946 -0.069
H 3.246 3.891 -2.883 -0.003
H 2.061 3.363 -2.082 0.034
O 0.715 1.368 4.934 -0.047
H 0.301 0.505 4.830 0.040
H 0.743 1.739 4.045 -0.021
C 5.879 4.660 -4.055 -0.877
O 5.780 4.590 -5.268 0.298
O 6.935 4.472 -3.414 0.338
O 4.946 4.919 -3.260 0.282